(1)
The ion C4H9N2S with charge +1 in a non-equilibrium geometry, computed with ωB97M-V/def2-TZVPD.

## Properties
SMILES string ... S[C@@H]1CN=CC[NH2+]1
Frontier orbital gap ... 9.57 eV
E_LUMO ... -3.817 eV
ΔE to the lowest compared entry with this formula, charge and spin ... 3.256 eV
HOMO level ... -0.4920 hartree
Net charge ... +1

Geometry as XYZ:
```
16
Properties=species:S:1:pos:R:3:forces:R:3:nbo_charge:R:1
C -1.69600 0.71254 -0.00933 1.4708 -2.4169 0.1338 0.137
C -1.25387 -0.68460 0.51720 -2.7496 -0.3334 0.1102 -0.334
C 0.37271 1.45121 -0.65420 1.8058 -3.0813 -2.9464 -0.194
C 0.97352 -0.32389 -0.55198 -0.9320 2.0869 -0.9644 -0.247
N -1.01056 1.54683 -0.60843 0.1555 1.3022 0.1675 -0.357
N 0.20120 -0.98634 0.60518 0.4261 -1.5116 -1.2866 -0.538
S 2.79021 -0.41812 -0.29427 -0.8679 0.1338 -0.0136 0.020
H -2.72481 0.81729 -0.05706 -2.1445 0.1605 0.3552 0.209
H -1.86660 -0.89792 1.47920 1.6393 0.2592 -1.2604 0.274
H -1.69440 -1.40950 -0.22554 0.4917 0.6573 0.6357 0.253
H 0.84690 2.03174 0.10134 0.5676 0.2659 0.6544 0.232
H 0.70609 1.79245 -1.70838 -0.1682 -0.6777 1.8174 0.240
H 0.68471 -0.92540 -1.48680 0.1535 1.1750 1.3775 0.236
H 0.58004 -0.70137 1.49854 0.3210 0.1024 0.3570 0.446
H 0.33302 -2.05479 0.48761 -0.1703 2.0274 0.6572 0.453
H 3.01920 0.58448 -1.16825 0.0011 -0.1497 0.2053 0.170
```
Forces are in eV/Å.

(2)
A structure of composition C27H34FeN3O9P2SSi, computed with ωB97M-V/def2-TZVPD.

## Properties
Frontier orbital gap (alpha / beta) ... 6.93 / 6.98 eV
E_LUMO (alpha / beta) ... 2.301 / 2.248 eV
ΔE to the lowest compared entry with this formula, charge and spin ... 0.000 eV
Multiplicity ... 5
HOMO level (alpha / beta) ... -0.1700 / -0.1740 hartree
Net charge ... -1

Geometry as XYZ:
```
78
Properties=species:S:1:pos:R:3:forces:R:3:lowdin_spin:R:1
Fe 0.13431 -0.16766 -0.23902 0.0809 0.6106 0.2118 3.697
C 5.39851 -0.72015 5.41434 -0.0046 -0.0109 0.0016 0.000
C 4.25178 -1.17582 4.55320 0.0084 0.0310 0.0480 0.000
C 2.94380 -1.14136 5.03191 0.0186 0.0078 -0.0070 0.000
C 1.87750 -1.50028 4.22697 0.0139 -0.1054 0.0074 0.000
C 2.11001 -1.90157 2.91378 0.0845 0.1054 0.0795 0.001
C 3.40674 -1.96304 2.43254 -0.0286 0.0750 0.0838 0.000
C 4.46628 -1.60115 3.25127 -0.0092 0.0125 -0.0768 0.000
S 0.75583 -2.32582 1.84649 0.1990 -0.0935 -0.0233 0.006
O 1.34927 -2.58589 0.53943 -0.2276 -0.1182 0.2064 0.010
O 0.05217 -3.39904 2.50631 -0.0870 -0.1136 -0.0068 0.004
N -0.12366 -1.02700 1.65288 0.0426 -0.1426 -0.1695 0.036
C -0.82029 -0.34499 2.61725 0.1582 -0.0285 -0.1441 0.002
C -1.33911 -0.83171 3.79469 -0.2011 0.0316 0.1881 0.006
C -2.01870 0.02305 4.69190 0.0483 -0.1167 -0.0823 0.000
C -2.20478 1.34869 4.42528 0.0214 0.0582 -0.0966 0.004
C -1.71560 1.88112 3.20424 -0.0413 0.0801 0.1308 0.000
C -1.87128 3.23411 2.82401 -0.0453 -0.0185 0.0716 0.003
C -1.38019 3.66961 1.62924 0.0712 -0.0321 -0.0816 0.000
C -0.73171 2.74390 0.78337 -0.0461 0.1143 0.0798 0.007
N -0.57266 1.48900 1.10682 -0.2027 -0.1146 -0.0228 0.028
C -1.03695 1.04182 2.30713 0.0743 -0.0058 -0.1110 0.003
H 5.22395 -0.95284 6.46555 -0.0021 0.0002 0.0051 0.000
H 5.53274 0.36044 5.33067 -0.0016 0.0134 0.0041 0.000
H 6.33277 -1.18982 5.10796 0.0066 -0.0121 -0.0016 0.000
H 2.75682 -0.82672 6.05235 -0.0044 0.0115 0.0166 0.000
H 0.87406 -1.47568 4.62635 0.0764 -0.0154 -0.0228 0.000
H 3.59106 -2.28219 1.42076 0.0068 0.0047 -0.1167 0.000
H 5.47102 -1.62031 2.84785 0.0134 -0.0086 -0.0012 0.000
H -1.22940 -1.88470 4.01933 -0.0150 0.0125 0.0041 0.000
H -2.40384 -0.39606 5.61371 -0.0013 -0.0115 0.0028 0.000
H -2.72676 1.99510 5.11923 -0.0009 0.0198 0.0039 0.000
H -2.38713 3.91295 3.49382 -0.0040 -0.0024 0.0028 0.000
H -1.48673 4.69949 1.31688 0.0087 0.0032 -0.0043 0.000
H -0.34155 3.03587 -0.18413 -0.0045 -0.0043 -0.0310 0.000
C 3.84270 2.78321 -1.40785 -0.0716 -0.0527 0.0458 0.000
C 3.36459 1.40423 -1.88755 -0.0880 0.1065 0.0181 0.000
O 4.25534 0.91609 -2.89008 0.1523 -0.0695 0.0022 0.000
P 1.70806 1.59715 -2.67409 0.1023 -0.1086 -0.1065 0.005
O 1.65546 0.73370 -3.99410 0.1317 0.5905 -0.0608 0.001
O 1.72239 3.08501 -3.27338 0.2196 -0.1227 0.0999 0.002
O 0.54355 1.40304 -1.77129 0.0472 0.2526 -0.1453 0.026
P 3.38699 0.27889 -0.37615 0.2514 0.0428 -0.1613 0.007
O 3.47140 -1.19843 -1.03369 0.1100 0.0647 -0.0909 0.001
O 4.66765 0.58154 0.29847 -0.0691 -0.0071 0.0442 0.003
O 2.05779 0.39794 0.31493 -0.0178 -0.0559 0.2059 0.040
H 3.94757 3.46104 -2.25228 0.0160 -0.0062 -0.0301 0.000
H 4.79618 2.64257 -0.90476 0.0175 0.0156 -0.0056 0.000
H 3.14218 3.21581 -0.69101 -0.0442 0.0004 0.0210 0.000
H 4.85110 0.28393 -2.46707 -0.0392 0.0439 -0.0562 0.000
H 1.42799 -0.20193 -3.83775 -0.1227 -0.1798 -0.0393 0.000
H 0.81716 3.38181 -3.39704 -0.2117 0.0932 -0.0812 0.000
H 2.75111 -1.76195 -0.70638 -0.0508 -0.1259 0.1469 0.000
C -3.34248 -2.91840 -0.74540 0.0023 -0.1317 0.0346 0.001
Si -2.73479 -1.24246 -1.32202 0.0906 -0.0249 -0.0585 0.011
C -3.68812 -0.74153 -2.86247 -0.0292 0.0330 -0.1217 0.002
C -3.25648 -0.03652 0.00248 0.0828 0.1206 0.0939 0.003
N -1.02493 -1.16417 -1.55738 -0.0557 -0.3391 -0.2240 0.052
C -0.40558 -1.87057 -2.56356 -0.2898 0.0064 0.0539 0.011
C 0.97821 -1.73494 -2.79327 -0.0265 -0.1460 0.2672 0.009
C 1.65710 -2.40997 -3.79468 0.0143 -0.1647 0.0121 0.000
C 0.98068 -3.27259 -4.64653 0.0028 0.0400 0.0279 0.006
C -0.38241 -3.44721 -4.43807 -0.0288 0.0167 0.0235 0.000
C -1.05897 -2.77806 -3.43238 0.1131 0.0187 -0.0164 0.005
H -4.40387 -2.87154 -0.48610 -0.0129 -0.0039 0.0023 0.000
H -2.78692 -3.22083 0.14617 0.0001 0.0087 0.0106 0.000
H -3.21201 -3.70214 -1.49184 -0.0046 -0.0434 -0.0141 0.000
H -4.76647 -0.77636 -2.68524 -0.0060 0.0045 0.0278 0.000
H -3.46678 -1.37866 -3.71750 -0.0388 0.0183 -0.0628 0.000
H -3.42247 0.28140 -3.14068 -0.0077 0.0198 0.0030 0.000
H -4.34670 0.00398 0.06162 -0.0292 -0.0435 -0.0390 0.000
H -2.89673 0.97260 -0.20677 -0.0092 0.0388 0.0310 0.000
H -2.88526 -0.34334 0.98058 -0.0161 0.0247 0.0533 0.000
H 1.53567 -1.09745 -2.11944 -0.0193 -0.1535 -0.0535 0.003
H 2.72664 -2.26244 -3.89110 0.0201 0.0211 0.0072 0.000
H 1.49986 -3.80535 -5.43121 0.0061 -0.0018 -0.0134 0.000
H -0.93652 -4.13151 -5.07124 -0.0111 -0.0001 0.0000 0.000
H -2.11130 -2.97362 -3.30440 -0.0859 -0.0379 -0.0004 0.000
```
Forces are in eV/Å.

(3)
A cluster of 2 separate species, CHF4N2 in total in a non-equilibrium geometry, computed with ωB97M-V/def2-TZVPD.

## Properties
Frontier orbital gap (alpha / beta) ... 8.57 / 9.99 eV
E_LUMO (alpha / beta) ... -8.064 / -7.157 eV
ΔE to the lowest compared entry with this formula, charge and spin ... 2.280 eV
HOMO level (alpha / beta) ... -0.6113 / -0.6303 hartree
Net charge ... +1

Geometry as XYZ:
```
8
Properties=species:S:1:pos:R:3:forces:R:3:nbo_charge:R:1
C 1.21494 -0.47458 0.03220 2.5396 0.0719 0.7360 0.685
N 0.16769 0.22741 0.18316 -1.9866 -2.7074 -2.3541 -0.146
N 3.26022 0.52773 0.25178 -1.0622 -0.9948 -0.8696 0.543
F 1.14128 -1.66020 -0.48991 -0.2744 1.4354 0.1884 -0.221
F 0.12791 1.35983 0.83053 0.1870 0.7358 0.1324 -0.079
F 4.01641 -0.40970 0.72107 0.1269 -0.3321 0.9591 -0.100
F 3.56523 0.47198 -1.03398 -0.2906 0.6281 -0.2469 -0.131
H -0.69630 -0.11264 -0.36488 0.7603 1.1630 1.4547 0.449
```
Forces are in eV/Å.